# 1
Below is a molecular structure, C9H15AlClI2N2OP at a distorted geometry, with properties calculated with ωB97M-V/def2-TZVPD.

## Properties
Orbital gap (alpha / beta) (eV): 6.5 / 6.5
HOMO (alpha / beta) (eV): -15.589 / -15.591
Maximum force (eV Å⁻¹): 6.15
Total charge: +2

Cartesian coordinates (Å):
I 2.988 2.254 -1.550
I 3.331 -2.735 -1.630
Al -0.333 0.208 -0.140
P -0.686 0.015 -2.695
C 0.638 0.080 -3.910
C -1.729 -1.431 -3.139
H -2.550 1.476 -2.178
H -2.319 1.324 -3.962
H -1.207 2.359 -2.990
C -1.804 1.434 -2.989
H -2.506 -1.571 -2.371
H -2.205 -1.269 -4.125
H 0.213 0.127 -4.922
H 1.263 -0.813 -3.801
H -1.097 -2.331 -3.190
H 1.256 0.962 -3.696
C 1.025 -0.890 -1.011
O 2.091 -0.573 -0.648
Cl -2.286 -0.452 0.188
N 0.540 0.036 5.797
C 0.535 0.136 4.441
C 1.008 -0.921 3.648
C 0.945 -0.836 2.266
N 0.426 0.276 1.662
C -0.104 1.272 2.427
C -0.019 1.256 3.796
H 0.857 -0.791 6.281
H 0.175 0.751 6.391
H 1.412 -1.833 4.104
H 1.245 -1.662 1.634
H -0.689 2.054 1.924
H -0.415 2.092 4.389

---

# 2
Below is 2 unconnected molecules or ions with the total composition C13H25N3O4 at a distorted geometry, with properties calculated with ωB97M-V/def2-TZVPD.

## Properties
Orbital gap (eV): 9.7
HOMO (eV): -9.407
Maximum force (eV Å⁻¹): 2.30
Total charge: 0
SMILES string: CNC(=O)[C@H](CC(C)C)NC(C)=O.O=C1C[C@@H](O)CN1

Cartesian coordinates (Å):
C -3.758 2.653 -4.008
N -3.026 1.747 -3.128
C -1.950 2.090 -2.413
O -1.488 3.227 -2.443
C -1.277 1.042 -1.501
C -0.172 0.276 -2.260
C 0.659 -0.715 -1.423
C 1.691 -1.403 -2.318
C 1.405 -0.026 -0.278
N -2.173 0.105 -0.791
C -3.008 -0.796 -1.315
C -3.799 -1.617 -0.326
O -3.151 -0.984 -2.515
H -4.035 3.556 -3.460
H -4.660 2.166 -4.382
H -3.124 2.936 -4.850
H -3.309 0.773 -3.092
H -0.778 1.637 -0.736
H -0.634 -0.272 -3.083
H 0.507 1.008 -2.700
H 0.007 -1.483 -1.006
H 2.245 -2.143 -1.742
H 2.384 -0.668 -2.728
H 1.181 -1.911 -3.137
H 2.033 -0.753 0.237
H 0.694 0.383 0.438
H 2.029 0.777 -0.670
H -2.166 0.163 0.214
H -3.113 -2.199 0.287
H -4.457 -2.292 -0.873
H -4.394 -0.957 0.302
O 1.184 -1.953 5.578
C 1.840 -1.359 4.742
C 1.796 0.121 4.469
C 2.914 0.296 3.441
O 3.699 1.440 3.776
C 3.744 -1.001 3.486
N 2.848 -1.985 4.067
H 2.004 0.674 5.388
H 0.827 0.423 4.069
H 2.478 0.415 2.443
H 4.394 1.596 3.113
H 4.068 -1.296 2.483
H 4.628 -0.873 4.122
H 3.217 -2.816 4.522

---

# 3
Below is a molecular structure, C2H3CdO at a distorted geometry, with properties calculated with ωB97M-V/def2-TZVPD.

## Properties
Orbital gap (eV): 8.2
HOMO (eV): -14.497
Maximum force (eV Å⁻¹): 2.69
Total charge: +1

Cartesian coordinates (Å):
O -0.121 0.855 0.177
C -0.718 -0.159 0.219
C -1.020 -1.421 0.274
H -1.004 -2.003 -0.649
H 2.342 2.523 -1.478
H -1.077 -1.902 1.253
Cd 1.598 2.108 0.204

---

# 4
Below is C4H11N3 in the gas phase at a distorted geometry, with properties calculated with ωB97M-V/def2-TZVPD.

## Properties
Orbital gap (eV): 8.8
HOMO (eV): -7.926
Maximum force (eV Å⁻¹): 4.52
Total charge: 0
SMILES string: [H]/N=C(/N)NCCC

Cartesian coordinates (Å):
H -2.149 -1.446 1.439
N -2.271 -1.351 0.435
C -1.083 -1.204 -0.116
N -0.688 -1.910 -1.267
N -0.283 -0.249 0.414
C 1.127 0.099 0.112
C 1.321 1.528 -0.360
C 1.440 2.664 0.751
H 0.307 -1.807 -1.306
H -1.588 -2.101 -1.686
H -0.703 0.260 1.170
H 1.755 -0.244 0.947
H 1.346 -0.515 -0.749
H 0.388 1.842 -0.839
H 2.187 1.621 -1.000
H 2.425 2.780 1.137
H 0.934 3.531 0.356
H 0.733 2.287 1.499

---

# 5
Below is C6H10 in the gas phase at a distorted geometry, with properties calculated with ωB97M-V/def2-TZVPD.

## Properties
Orbital gap (eV): 9.9
HOMO (eV): -8.876
Maximum force (eV Å⁻¹): 2.47
Total charge: 0
SMILES string: C=C(C)C(=C)C

Cartesian coordinates (Å):
C 1.160 0.308 -1.386
C 0.784 0.007 -0.145
C 1.219 0.969 0.963
C -0.539 -0.683 0.088
C -0.657 -1.426 1.189
C -1.682 -0.143 -0.727
H 0.811 -0.193 -2.282
H 1.732 1.211 -1.559
H 0.397 1.644 1.177
H 1.709 0.430 1.771
H 2.088 1.497 0.557
H -1.438 -2.155 1.362
H 0.262 -1.517 1.757
H -2.622 -0.580 -0.391
H -1.710 0.939 -0.588
H -1.512 -0.309 -1.788

---

# 6
Below is C8H15NO in the gas phase at a distorted geometry, with properties calculated with ωB97M-V/def2-TZVPD.

## Properties
Orbital gap (eV): 10.5
HOMO (eV): -9.599
Maximum force (eV Å⁻¹): 2.99
Total charge: 0
SMILES string: CC[C@H](C)[C@H]1CCNC1=O

Cartesian coordinates (Å):
C 2.170 -1.578 0.504
C 2.191 -0.368 -0.530
C 0.754 0.202 -0.943
C 0.876 1.818 -0.864
C -0.459 -0.323 -0.065
C -0.998 0.615 1.143
C -2.377 -0.161 1.407
N -2.837 -0.389 0.018
C -1.798 -0.209 -0.971
O -1.917 -0.058 -2.192
H 3.222 -1.951 0.755
H 1.635 -2.445 -0.023
H 1.567 -1.378 1.445
H 2.687 -0.747 -1.491
H 2.903 0.444 -0.145
H 0.612 -0.014 -2.056
H -0.125 2.339 -0.906
H 1.500 2.109 0.049
H 1.511 2.101 -1.775
H -0.513 -1.416 0.234
H -0.239 0.695 1.973
H -1.364 1.558 0.629
H -3.172 0.359 2.039
H -2.041 -1.090 1.993
H -3.789 -0.114 -0.227

---

# 7
Below is C10H10O3S2 in the gas phase at a distorted geometry, with properties calculated with ωB97M-V/def2-TZVPD.

## Properties
Orbital gap (eV): 9.0
HOMO (eV): -8.252
Maximum force (eV Å⁻¹): 4.78
Total charge: 0
SMILES string: S[C@@]1(O[C@]2(S)C=CC=CO2)C=CC=CO1

Cartesian coordinates (Å):
S -1.163 -2.286 0.335
C -1.280 -0.417 -0.209
O -0.047 -0.203 -0.900
C 1.112 0.174 -0.185
S 1.012 2.148 0.219
C 2.189 0.166 -1.356
C 3.413 0.023 -0.907
C 3.631 -0.396 0.477
C 2.640 -0.594 1.352
O 1.331 -0.450 1.108
C -2.432 -0.348 -1.184
C -3.598 0.248 -0.818
C -3.721 0.699 0.510
C -2.656 0.823 1.243
O -1.429 0.352 0.914
H -0.421 -2.754 -0.669
H 1.650 2.060 1.374
H 1.864 0.355 -2.306
H 4.359 -0.201 -1.510
H 4.563 -0.627 0.970
H 2.821 -1.138 2.181
H -2.264 -0.673 -2.236
H -4.419 0.402 -1.451
H -4.556 1.210 0.844
H -2.601 1.429 2.202

---

# 8
Below is a molecular structure, C14H29Br2O5V at a distorted geometry, with properties calculated with ωB97M-V/def2-TZVPD.

## Properties
Orbital gap (alpha / beta) (eV): 7.3 / 8.4
HOMO (alpha / beta) (eV): -7.844 / -7.987
Multiplicity: 3
Maximum force (eV Å⁻¹): 4.21
Total charge: 0

Cartesian coordinates (Å):
V -0.508 0.271 -1.273
C 3.279 0.805 0.747
C 2.053 1.740 0.512
O 1.077 1.367 -0.370
H 2.923 -0.190 1.014
H 4.017 1.177 1.458
H 3.856 0.682 -0.169
H 2.469 2.684 0.159
H 1.575 1.929 1.473
Br -2.450 -1.325 -1.706
Br -0.676 1.560 -3.680
C -0.503 -3.327 1.453
C 0.646 -2.539 0.852
O 0.397 -1.553 0.130
C 2.035 -3.095 0.925
H -0.166 -3.559 2.463
H -0.745 -4.144 0.774
H -1.321 -2.608 1.502
H 2.692 -2.579 0.224
H 2.110 -4.149 0.660
H 2.383 -3.003 1.954
C -0.870 0.384 3.440
C -1.769 0.236 2.239
O -1.334 0.244 1.058
C -3.284 0.188 2.492
H 0.172 0.353 3.122
H -0.982 -0.357 4.232
H -0.991 1.395 3.828
H -3.689 0.891 3.220
H -3.473 -0.818 2.865
H -3.866 0.203 1.571
C -2.498 4.178 -1.408
C -2.181 3.155 -0.334
O -1.657 2.106 -0.651
C -2.747 3.399 1.032
H -2.065 3.839 -2.349
H -2.124 5.185 -1.226
H -3.574 4.327 -1.505
H -2.238 2.633 1.616
H -3.828 3.267 0.969
H -2.564 4.431 1.331
C 2.989 -2.192 -2.501
C 1.649 -1.649 -3.119
O 0.863 -1.012 -2.381
C 1.384 -1.784 -4.624
H 3.202 -1.671 -1.567
H 3.843 -2.268 -3.175
H 2.715 -3.239 -2.367
H 1.640 -0.952 -5.280
H 0.304 -1.928 -4.589
H 1.831 -2.686 -5.040

---

# 9
Below is C3H9PS4 in the gas phase at a distorted geometry, with properties calculated with ωB97M-V/def2-TZVPD.

## Properties
Orbital gap (eV): 8.0
HOMO (eV): -8.435
Maximum force (eV Å⁻¹): 3.88
Total charge: 0
SMILES string: CSP(=S)(SC)SC

Cartesian coordinates (Å):
C -0.064 -3.130 -1.065
S -0.035 -2.327 0.580
P 0.678 -0.379 0.200
S -0.410 0.867 -1.502
S 2.740 -0.675 -0.245
C 3.261 0.665 -1.355
S 0.253 0.518 2.125
C -1.345 1.204 1.689
H -1.065 -2.910 -1.405
H 0.129 -4.186 -1.129
H 0.593 -2.473 -1.551
H 3.965 1.488 -0.945
H 2.422 1.232 -1.566
H 3.779 0.105 -2.208
H -1.461 2.308 1.907
H -2.112 0.607 2.114
H -1.341 1.109 0.535

---

# 10
Below is a molecular structure, C26H23ClFLuNO5S4 at a distorted geometry, with properties calculated with ωB97M-V/def2-TZVPD.

## Properties
Orbital gap (eV): 5.5
HOMO (eV): -3.764
Maximum force (eV Å⁻¹): 1.52
Total charge: -1

Cartesian coordinates (Å):
Lu 1.521 -0.577 -1.011
C -2.676 2.065 4.881
C -3.264 2.421 3.530
C -4.727 2.023 3.420
C -5.310 2.591 2.135
C -4.448 2.230 0.949
C -4.974 2.226 -0.324
C -4.191 1.864 -1.415
F -4.767 1.876 -2.632
C -2.886 1.495 -1.279
C -2.334 1.491 0.008
C -0.939 1.082 0.172
O -0.192 0.964 -0.810
C -0.533 0.823 1.521
C -1.305 1.257 2.547
N -2.526 1.816 2.398
C -3.101 1.857 1.122
C 0.698 0.016 1.832
O 1.327 0.222 2.854
O 0.914 -0.916 0.953
H -3.290 2.536 5.648
H -1.655 2.427 5.004
H -2.688 0.986 5.050
H -3.202 3.507 3.401
H -5.271 2.391 4.290
H -4.792 0.930 3.420
H -5.373 3.681 2.224
H -6.326 2.231 1.970
H -6.014 2.486 -0.485
H -2.278 1.177 -2.120
H -0.923 1.147 3.550
O -0.091 -3.964 -7.231
C 0.114 -3.286 -6.246
S 1.685 -2.623 -5.809
C 1.232 -1.920 -4.255
C -0.049 -2.080 -3.885
S -0.805 -1.502 -2.411
S -1.090 -2.965 -4.997
S 2.522 -1.090 -3.409
C 0.387 -4.127 1.074
C 1.335 -4.238 -0.104
O 1.272 -3.119 -0.978
H 0.537 -4.969 1.756
H -0.652 -4.140 0.734
H 0.561 -3.195 1.611
H 1.125 -5.141 -0.683
H 2.368 -4.303 0.237
H 0.386 -3.047 -1.391
Cl 3.820 -1.608 0.188
C 4.956 -0.569 -0.665
C 6.196 -1.076 -0.998
C 7.064 -0.295 -1.746
C 6.644 0.969 -2.148
C 5.398 1.451 -1.784
C 4.498 0.707 -1.005
C 3.162 1.190 -0.619
H 6.465 -2.082 -0.698
H 8.037 -0.679 -2.026
H 7.298 1.586 -2.753
H 5.088 2.439 -2.106
H 3.012 2.220 -0.931
H 3.048 1.132 0.473

---

# 11
Below is a molecular structure, C12H11LuNO4 at a distorted geometry, with properties calculated with ωB97M-V/def2-TZVPD.

## Properties
Orbital gap (eV): 4.4
HOMO (eV): -18.445
Maximum force (eV Å⁻¹): 7.68
Total charge: +3

Cartesian coordinates (Å):
Lu -1.014 0.925 -0.489
O -2.124 -1.272 -3.105
C -1.798 -0.524 -2.302
C -0.544 2.397 1.306
O -0.293 3.098 2.197
C -2.682 -0.308 0.697
O -3.339 -1.048 1.273
C 0.523 1.692 -2.110
O 1.348 1.971 -2.875
C -3.132 1.868 -2.106
H -2.623 1.891 -3.085
H -3.877 1.069 -1.956
C -2.997 2.904 -1.199
H -3.515 2.897 -0.221
H -2.364 3.781 -1.420
N 0.188 -1.067 -0.275
C 1.328 -1.247 0.605
C 1.089 -1.771 1.866
C 2.187 -2.094 2.675
C 3.493 -1.851 2.225
C 3.702 -1.275 0.958
C 2.601 -0.938 0.152
H -0.561 -1.732 -0.049
H 0.466 -1.253 -1.242
H 0.080 -1.955 2.237
H 2.064 -2.525 3.671
H 4.375 -2.112 2.823
H 4.709 -1.063 0.581
H 2.710 -0.458 -0.831

---

# 12
Below is C4H10N2O2 in the gas phase at a distorted geometry, with properties calculated with ωB97M-V/def2-TZVPD.

## Properties
Orbital gap (eV): 10.4
HOMO (eV): -9.581
Maximum force (eV Å⁻¹): 3.35
Total charge: 0
SMILES string: C[C@@H](CNO)C(N)=O

Cartesian coordinates (Å):
C 0.876 -1.429 0.976
C -0.322 -0.546 0.636
C 0.001 0.931 0.964
N -0.787 1.966 0.438
O 0.186 2.260 -0.918
C -0.834 -0.645 -0.800
N -0.008 -1.178 -1.730
O -1.967 -0.284 -1.072
H 1.094 -1.362 2.042
H 0.677 -2.473 0.737
H 1.776 -1.112 0.446
H -1.174 -0.848 1.254
H 0.186 1.091 2.028
H 0.906 1.288 0.262
H -1.615 1.605 -0.049
H 0.350 3.213 -0.977
H -0.311 -1.139 -2.690
H 0.966 -1.337 -1.547